Record 1
The following is a DFT calculation (ωB97M-V with the def2-TZVPD basis set) of a structure of composition C10H21Cl2OPPt in a non-equilibrium geometry.

Positions of all 36 atoms, in Å:
Pt -0.54 0.41 -0.61
Cl -2.58 -0.69 -0.15
Cl 1.54 1.39 0.03
P -0.71 -0.05 2.87
O 0.07 -0.68 1.74
C 0.45 0.41 4.16
C 1.41 -1.96 -1.90
C 2.51 -0.87 -2.33
C -1.89 -1.24 3.54
C -1.42 2.03 -0.83
C 2.06 0.04 -3.47
C 0.76 0.76 -3.10
C -0.23 -0.25 -2.50
C -1.69 1.41 2.45
C 0.03 -1.45 -1.98
H 0.31 1.28 -3.94
H 3.35 -1.44 -2.75
H -2.61 1.10 1.94
H -2.56 -1.56 2.74
H -1.13 2.07 1.77
H -0.79 2.74 -1.45
H 1.29 0.95 3.71
H -0.07 1.04 4.90
H 2.82 -0.31 -1.42
H -1.90 1.91 3.40
H 1.04 1.57 -2.41
H -1.33 -2.10 3.92
H -1.31 0.16 -2.58
H 1.75 -2.36 -0.94
H 0.83 -0.51 4.62
H 2.92 0.66 -3.77
H 1.87 -0.67 -4.29
H 1.47 -2.79 -2.63
H -0.89 -2.00 -1.73
H -2.44 -0.76 4.36
H -2.37 1.75 -1.37

Results
Molar mass in g/mol: 454.2
Spin multiplicity: 5
Gap between HOMO and LUMO (spin up / spin down) in eV: 7.201 / 6.643
Charge: 0

---

Record 2
The following is a DFT calculation (ωB97M-V with the def2-TZVPD basis set) of a cluster of 2 separate species, CHCl2F2NS in total in a non-equilibrium geometry.

Positions of all 8 atoms, in Å:
Cl 1.04 1.85 0.04
Cl 1.49 -2.40 -0.24
S 1.48 -0.30 -0.13
F 2.89 -0.11 -0.85
F 2.00 -0.41 1.37
N -2.18 1.05 0.49
C -3.03 0.47 -0.10
H -3.69 -0.16 -0.58

Results
Molar mass in g/mol: 168.0
Gap between HOMO and LUMO in eV: 9.223
Charge: 0

---

Record 3
The following is a DFT calculation (ωB97M-V with the def2-TZVPD basis set) of a structure of composition C22H20AsF5N2OSSbSe4TcTe in a non-equilibrium geometry.

Positions of all 59 atoms, in Å:
Te -2.30 -2.15 -0.74
Sb 4.27 -2.81 -1.66
Tc -0.43 -0.05 0.13
Se 3.79 -3.77 -3.70
Se 1.26 -1.21 -1.04
Se 5.01 -3.10 0.51
Se 3.25 -0.27 -1.62
As -2.77 1.78 1.32
S 0.65 1.81 0.08
F -3.07 -1.66 -2.37
F -2.08 -3.27 0.79
F -1.58 0.66 -1.25
F -4.03 -2.06 -0.12
F -1.80 -3.68 -1.64
O -2.05 0.25 1.31
N 0.27 -0.84 2.00
N 1.40 -1.48 3.74
C -2.54 4.31 0.21
C 2.71 -0.13 2.15
C -3.54 1.53 4.03
C 0.11 4.29 -0.60
C -2.21 3.81 4.92
C -6.86 1.40 0.72
C -1.97 5.44 -0.37
C 0.14 -2.02 3.89
C -0.65 5.44 -0.78
C -0.56 -1.61 2.81
C -2.85 2.34 3.13
C -2.17 3.47 3.58
C -4.48 1.63 0.51
C -5.62 1.58 1.31
C -5.83 1.37 -1.46
C -1.79 3.15 0.38
C -0.45 3.14 -0.03
C -6.96 1.30 -0.66
C -4.58 1.54 -0.88
C 1.46 -0.79 2.60
C -3.58 1.87 5.37
C -2.92 3.01 5.81
H -2.58 6.33 -0.50
H 2.17 -1.58 4.39
H -1.62 4.10 2.89
H -5.54 1.68 2.39
H 2.52 0.63 1.39
H -4.13 1.25 6.07
H -3.70 1.58 -1.51
H -0.21 6.31 -1.23
H -1.70 4.69 5.27
H -1.58 -1.81 2.56
H 1.15 4.28 -0.91
H -5.91 1.29 -2.53
H -2.96 3.28 6.86
H -7.93 1.17 -1.11
H 3.39 -0.87 1.71
H -3.58 4.34 0.51
H -4.04 0.63 3.69
H 3.22 0.34 2.99
H -7.75 1.36 1.34
H -0.14 -2.62 4.74

Results
Molar mass in g/mol: 1193.6
Gap between HOMO and LUMO in eV: 5.389
Charge: +2

---

Record 4
The following is a DFT calculation (ωB97M-V with the def2-TZVPD basis set) of a structure of composition C36H86N2 in a non-equilibrium geometry.

Positions of all 124 atoms, in Å:
N 107.20 81.60 20.30
N 109.30 89.67 16.41
C 105.86 84.45 15.84
C 109.61 80.63 20.40
C 101.90 91.98 20.60
C 104.85 89.61 12.57
C 108.21 91.75 16.80
C 105.23 87.49 19.49
C 107.87 84.01 20.13
C 101.06 91.23 21.69
C 105.13 94.44 18.21
C 106.64 80.41 19.50
C 104.22 90.86 14.70
C 105.11 83.12 15.31
C 103.69 87.38 19.96
C 104.06 89.51 13.96
C 104.18 92.62 19.74
C 103.59 83.02 15.61
C 103.08 90.85 15.72
C 108.77 90.85 15.78
C 108.75 87.26 17.25
C 105.20 85.74 15.28
C 108.26 88.78 17.05
C 111.63 90.11 16.29
C 110.51 89.88 17.23
C 103.19 84.92 19.18
C 105.24 80.64 18.87
C 106.01 88.46 20.39
C 106.38 89.50 12.62
C 108.34 81.13 21.18
C 102.53 84.53 20.61
C 104.28 94.16 19.47
C 107.45 82.75 19.48
C 103.35 92.13 20.98
C 103.20 89.68 16.90
C 102.93 81.81 14.89
C 102.91 80.49 15.66
C 102.96 86.53 18.94
H 110.71 88.97 17.70
H 104.26 85.79 15.44
H 109.57 91.32 15.33
H 102.81 85.17 21.52
H 103.12 88.74 16.68
H 106.71 89.57 11.48
H 102.69 79.66 15.07
H 104.22 92.01 18.94
H 107.01 88.66 19.93
H 99.97 91.42 21.43
H 105.72 86.62 15.58
H 110.39 90.67 18.14
H 102.22 80.36 16.46
H 106.60 82.96 18.84
H 108.68 81.89 21.73
H 104.18 89.68 17.49
H 103.63 91.17 21.02
H 106.78 88.55 12.84
H 103.38 88.39 19.95
H 108.93 92.23 17.36
H 104.82 79.75 18.38
H 103.15 83.85 15.02
H 103.37 81.82 13.98
H 105.38 87.85 18.47
H 110.37 81.43 20.00
H 103.96 80.31 15.80
H 105.24 90.76 15.16
H 108.02 85.05 19.37
H 105.22 85.76 14.04
H 107.96 90.76 15.27
H 105.08 92.25 20.23
H 106.52 79.64 20.27
H 101.52 92.95 20.47
H 109.96 79.88 21.17
H 103.23 84.27 18.56
H 107.78 80.34 21.83
H 104.53 88.60 14.59
H 109.10 86.91 16.25
H 101.91 82.17 14.87
H 111.64 89.21 15.52
H 101.53 84.30 20.46
H 107.88 92.66 16.56
H 105.68 82.36 15.63
H 105.25 83.24 14.27
H 103.14 83.00 16.62
H 101.42 90.16 21.65
H 104.24 84.69 19.45
H 103.17 89.22 13.73
H 106.96 84.30 15.66
H 103.19 86.74 17.90
H 103.30 94.64 19.22
H 101.23 91.40 22.82
H 101.90 86.77 19.10
H 103.48 87.24 21.05
H 101.90 91.30 19.52
H 105.29 95.58 17.96
H 106.09 93.94 18.56
H 107.83 89.10 18.04
H 106.97 90.13 13.12
H 107.43 80.12 18.92
H 102.70 83.61 20.86
H 104.32 91.70 14.00
H 106.26 87.98 21.46
H 105.56 89.50 20.34
H 109.49 87.31 18.06
H 103.05 92.00 16.41
H 111.87 91.06 15.86
H 105.55 86.51 19.47
H 109.36 79.89 19.62
H 104.42 80.92 19.66
H 104.64 94.89 20.23
H 112.59 90.02 16.83
H 108.97 83.90 20.66
H 105.16 81.45 18.18
H 105.97 84.67 16.83
H 103.56 92.72 21.91
H 107.14 84.37 20.80
H 108.16 82.57 18.58
H 107.48 91.33 17.38
H 104.67 93.94 17.31
H 104.65 90.71 12.20
H 107.46 88.84 16.28
H 107.99 86.78 17.76
H 102.66 89.91 17.86
H 102.13 90.89 15.19
H 104.39 88.92 11.97

Results
Molar mass in g/mol: 547.1
Gap between HOMO and LUMO in eV: 8.986
Charge: 0

---

Q: molar mass of number 1 (C10H21Cl2OPPt)?
A: 454.2 g/mol

---

Q: Which value of charge does entry 3 give?
A: +2

---

Q: Which of these has the highest molar mass?
A: C22H20AsF5N2OSSbSe4TcTe

---

Q: Among the records above, which one has the highest charge?
A: C22H20AsF5N2OSSbSe4TcTe